C20H44BaF8NO19S5 as an isolated structure at a distorted geometry, computed with ωB97M-V/def2-TZVPD.

Calculated values
charge: +1
relative energy (zero: lowest compared OMol25 entry of this formula, charge and spin): 86.6 kcal per mole
HOMO-LUMO gap: 0.2515 Eh
LUMO energy: -5.41 eV
DFT total energy: -138442.1659 eV

Each line ends with the Mulliken charge.
Atoms and positions in Å:
Ba -17.173 -22.298 -16.507  1.8455
N -19.128 -19.486 -14.518  -0.0383
O -18.887 -18.281 -14.552  -0.2138
O -20.029 -19.972 -13.839  -0.5956
O -18.436 -20.213 -15.181  -0.0245
O -17.598 -14.888 -18.868  -0.6524
S -18.226 -15.554 -17.741  0.9060
O -17.809 -15.183 -16.376  -0.3599
O -19.865 -15.366 -17.878  -0.5048
C -20.625 -16.090 -16.887  1.2746
C -22.081 -15.706 -17.084  -1.4709
C -18.040 -17.374 -18.042  -0.6160
H -20.294 -15.820 -15.884  0.0588
H -20.506 -17.168 -16.996  -0.4261
H -22.307 -15.664 -18.149  0.2883
H -22.284 -14.648 -16.919  0.4343
H -22.812 -16.262 -16.497  0.2598
H -16.970 -17.568 -17.964  0.4041
H -18.470 -17.445 -19.041  0.3037
H -18.543 -18.014 -17.317  -0.0832
O -23.368 -19.192 -16.384  -0.4533
S -22.769 -19.871 -17.569  1.0904
O -23.472 -20.868 -18.370  -0.6345
O -22.148 -18.631 -18.529  -0.1585
C -21.742 -18.884 -19.836  -0.2285
C -21.297 -17.551 -20.513  -1.1677
C -21.114 -20.629 -17.175  -0.1778
H -22.589 -19.316 -20.370  0.3310
H -20.938 -19.621 -19.846  0.2751
H -20.463 -17.057 -20.014  0.1644
H -22.132 -16.851 -20.553  0.3380
H -20.975 -17.651 -21.550  0.4085
H -20.934 -21.500 -17.806  0.4571
H -21.153 -20.965 -16.138  -0.0239
H -20.384 -19.824 -17.260  -0.1625
O -16.488 -14.406 -11.198  -0.6273
S -17.358 -13.913 -12.229  1.1847
O -18.117 -12.675 -11.914  -0.6284
O -16.507 -13.604 -13.659  -0.3196
C -15.587 -14.579 -14.094  0.2085
C -14.593 -13.935 -15.073  -1.4133
C -18.562 -15.176 -12.751  -0.6243
H -16.008 -15.354 -14.735  -0.1108
H -15.142 -15.248 -13.358  0.5796
H -15.135 -13.435 -15.877  0.3220
H -13.919 -14.692 -15.474  0.3589
H -13.926 -13.237 -14.567  0.3891
H -19.160 -14.766 -13.565  0.1450
H -19.214 -15.252 -11.881  0.5255
H -18.141 -16.165 -12.931  0.0423
O -13.098 -20.042 -14.290  -0.5668
S -14.565 -19.965 -14.234  0.9396
O -15.562 -20.980 -14.629  -0.4536
O -14.908 -19.522 -12.639  -0.3481
C -16.238 -19.626 -12.134  0.6515
C -16.202 -19.300 -10.666  -1.5019
C -15.182 -18.375 -15.029  -0.6714
H -16.616 -20.646 -12.203  0.1663
H -16.957 -19.012 -12.677  -0.1601
H -15.733 -18.365 -10.360  0.3695
H -15.609 -20.099 -10.220  0.3709
H -17.212 -19.201 -10.267  0.3933
H -16.266 -18.295 -14.946  -0.0446
H -14.966 -18.446 -16.095  0.5542
H -14.744 -17.550 -14.467  0.3077
O -21.960 -24.482 -15.860  -0.5666
S -20.650 -24.359 -15.194  1.0998
O -19.722 -23.283 -15.598  -0.4108
O -20.911 -24.235 -13.535  -0.3479
C -21.631 -23.093 -13.110  0.2936
C -22.063 -23.248 -11.684  -1.2452
C -19.685 -25.925 -15.168  -1.1182
H -22.537 -22.993 -13.708  0.3399
H -20.984 -22.235 -13.295  0.0173
H -21.273 -23.627 -11.036  0.3621
H -22.943 -23.883 -11.581  0.3702
H -22.399 -22.262 -11.364  0.2316
H -20.201 -26.668 -14.560  0.3595
H -18.710 -25.754 -14.710  0.3359
H -19.528 -26.296 -16.180  0.3977
C -24.919 -19.144 -11.226  -0.6624
C -25.037 -18.672 -9.765  0.9842
C -25.584 -17.224 -9.698  0.2002
F -26.377 -16.747 -10.668  -0.2508
F -26.208 -16.989 -8.543  -0.2721
F -25.843 -19.593 -9.204  -0.3180
F -23.840 -18.746 -9.117  -0.2803
O -24.170 -18.191 -12.013  -0.3300
C -22.958 -18.668 -12.593  0.6728
C -22.306 -17.492 -13.363  0.8721
F -23.169 -16.756 -14.011  -0.2621
F -21.713 -16.610 -12.591  -0.2958
F -22.047 -19.089 -11.677  -0.2921
F -23.228 -19.677 -13.358  -0.1683
H -25.902 -19.271 -11.678  0.3807
H -24.491 -20.145 -11.288  0.2207
H -24.774 -16.501 -9.783  0.2020
H -21.547 -17.792 -14.084  -0.4053

---

C20H44Br6Cl6O8P2 as an isolated structure at a distorted geometry, computed with ωB97M-V/def2-TZVPD.

Calculated values
HOMO-LUMO gap: 0.3654 Eh
LUMO energy: 0.35 eV
DFT total energy: -551806.2417 eV

Each line ends with the Mulliken charge.
Atoms and positions in Å:
C 18.126 21.090 17.506  -1.1728
C 17.590 19.892 16.881  -0.1892
O 16.263 20.149 16.296  -0.2542
P 15.003 19.761 17.079  0.4619
O 13.760 20.227 16.394  -0.6448
O 15.305 20.284 18.563  -0.0866
C 14.428 20.200 19.644  0.2938
C 15.166 20.516 20.957  -1.3892
O 15.078 18.202 17.302  -0.2510
C 14.633 17.416 16.222  -0.0681
C 15.387 16.079 16.192  -1.2260
H 18.039 21.872 16.772  0.2994
H 17.704 21.396 18.459  0.2361
H 19.201 20.931 17.613  0.4056
H 18.240 19.530 16.072  0.3860
H 17.482 19.048 17.543  0.3043
H 13.655 20.932 19.501  -0.0417
H 14.069 19.180 19.684  0.3178
H 14.491 20.251 21.778  0.3939
H 16.097 19.914 21.088  0.3236
H 15.505 21.550 21.067  0.3202
H 13.553 17.262 16.319  0.1431
H 14.756 17.915 15.246  0.3793
H 15.120 15.495 15.294  0.2543
H 16.473 16.293 16.152  0.3177
H 15.186 15.478 17.063  0.3447
C 9.231 15.073 12.587  -0.2118
C 9.578 13.556 12.787  -0.5718
O 9.617 12.889 11.543  -0.3266
P 10.994 12.349 10.928  1.0323
O 12.275 12.380 11.670  -0.7398
O 10.536 10.869 10.416  -0.3815
C 11.553 10.030 9.872  -0.1753
C 11.093 8.601 9.826  -1.2992
O 11.207 13.302 9.622  -0.1893
C 10.126 13.438 8.689  -0.0421
C 10.766 13.827 7.334  -1.2123
H 9.291 15.612 13.510  0.3296
H 9.977 15.611 12.006  -0.8689
H 8.311 15.297 12.123  0.7013
H 10.546 13.442 13.217  0.3709
H 8.841 13.219 13.480  0.3685
H 11.792 10.365 8.863  0.2313
H 12.434 10.219 10.450  0.3834
H 11.957 7.998 9.477  0.3736
H 10.959 8.227 10.880  0.3001
H 10.207 8.366 9.272  0.3279
H 9.586 12.512 8.523  0.3307
H 9.450 14.177 9.108  0.2323
H 10.043 13.564 6.538  0.3785
H 10.861 14.936 7.263  0.2537
H 11.719 13.376 7.125  0.3288
Cl 12.573 15.372 13.369  -0.1616
C 12.842 15.626 11.565  0.0438
C 13.738 16.802 11.216  -0.6885
Cl 12.740 18.329 11.569  -0.0886
H 11.823 15.923 11.279  -0.2537
H 13.167 14.672 11.181  0.4010
H 14.071 16.749 10.177  0.3736
H 14.577 16.828 11.865  0.3833
Cl 6.368 19.569 11.052  -0.1814
C 7.732 19.650 9.864  -0.0443
C 7.947 18.357 9.104  -0.6272
Cl 8.748 17.132 10.177  -0.0390
H 8.636 19.939 10.392  -0.0708
H 7.448 20.430 9.156  0.3241
H 8.658 18.548 8.279  0.2700
H 7.028 17.923 8.717  0.3635
Cl 10.170 22.543 8.757  -0.1824
C 11.170 23.325 9.953  -0.4260
C 12.257 22.355 10.412  -0.1765
Cl 13.155 23.119 11.784  -0.1955
H 10.566 23.644 10.827  0.2772
H 11.643 24.210 9.485  0.3563
H 12.970 22.172 9.626  0.3804
H 11.844 21.403 10.765  -0.0218
C 10.165 18.806 13.903  0.3005
Br 11.629 19.198 15.072  0.3440
Br 9.941 20.463 12.821  0.0227
Br 8.581 18.338 14.877  -0.0168
H 10.361 18.014 13.185  -0.3974
C 10.830 21.378 17.771  0.3544
Br 11.416 23.073 18.523  -0.0693
Br 9.155 21.701 16.831  -0.0681
Br 10.554 20.089 19.240  -0.0523
H 11.588 21.007 17.118  -0.2160

---

C20H44Br8N4O4 as an isolated structure at a distorted geometry, computed with ωB97M-V/def2-TZVPD.

Calculated values
relative energy (zero: lowest compared OMol25 entry of this formula, charge and spin): 612.9 kcal per mole
HOMO-LUMO gap: 0.3046 Eh
LUMO energy: -0.06 eV
DFT total energy: -595919.0011 eV

Each line ends with the Mulliken charge.
Atoms and positions in Å:
C -1.188 -2.890 -1.475  0.0280
O -0.652 -1.801 -1.222  -0.5624
N -0.511 -4.030 -1.310  0.1510
C -1.247 -5.338 -1.282  -0.9510
C 0.945 -4.155 -1.063  -0.8538
H -2.188 -3.002 -1.921  0.4428
H -1.108 -5.906 -0.362  0.3032
H -0.905 -5.931 -2.131  0.3753
H -2.326 -5.270 -1.421  0.3242
H 1.374 -4.655 -1.932  0.5250
H 1.438 -3.232 -0.761  -0.1655
H 1.113 -4.799 -0.200  0.2930
C 1.848 -4.801 1.215  0.1782
O 3.045 -5.255 1.289  -0.6845
N 1.578 -3.460 1.073  -0.0315
C 0.185 -2.945 0.955  -0.5848
C 2.665 -2.369 1.118  -0.9327
H 0.963 -5.455 1.239  0.3403
H 0.136 -2.294 0.082  -0.5209
H -0.027 -2.304 1.811  0.6726
H -0.636 -3.656 0.854  0.6511
H 3.706 -2.689 1.079  0.4260
H 2.556 -1.654 0.303  0.0985
H 2.417 -1.826 2.029  0.4202
C 2.079 0.173 1.151  -0.3845
O 2.320 -0.165 -0.052  -0.0570
N 1.785 1.414 1.536  0.8078
C 1.571 1.680 3.042  -0.8004
C 1.932 2.517 0.629  -0.4995
H 2.311 -0.490 1.999  0.1611
H 0.491 1.819 3.074  -0.1091
H 2.009 2.620 3.376  0.3427
H 1.928 0.937 3.755  0.3141
H 1.046 3.069 0.317  0.2313
H 2.790 3.165 0.806  0.6949
H 2.275 2.061 -0.300  -0.8658
C 4.366 0.709 -0.745  0.2432
O 5.591 0.912 -0.758  -0.6911
N 3.609 1.552 -1.369  -0.0261
C 2.300 1.221 -1.875  -1.0840
C 3.834 2.991 -1.529  -0.8093
H 3.914 -0.246 -0.434  0.3011
H 2.096 0.163 -1.708  0.0891
H 2.353 1.336 -2.958  0.5240
H 1.573 1.975 -1.575  0.9756
H 2.987 3.510 -1.078  0.3352
H 4.785 3.291 -1.088  0.3457
H 3.973 3.186 -2.592  0.2915
Br -1.998 1.129 -1.908  0.0895
C -0.478 1.101 -0.611  0.6262
C -0.469 -0.122 0.277  1.0289
Br -1.815 0.081 1.685  -0.0815
H -0.385 2.056 -0.094  -0.7569
H 0.507 1.051 -1.075  -0.6478
H 0.482 -0.167 0.808  -1.3351
H -0.585 -1.082 -0.226  1.3592
Br -4.331 4.146 -3.107  -0.1978
C -3.442 2.913 -4.419  -0.7097
C -2.596 2.037 -3.561  -0.5529
Br -1.559 0.951 -4.794  -0.1638
H -2.876 3.566 -5.084  0.4385
H -4.148 2.436 -5.099  0.4272
H -3.364 1.464 -3.042  0.2454
H -1.989 2.413 -2.737  0.2339
Br -5.315 0.355 3.181  -0.1419
C -4.292 0.934 1.651  1.0894
C -4.761 0.231 0.358  0.0679
Br -6.538 1.124 -0.247  -0.2000
H -3.205 0.972 1.719  -1.2856
H -4.544 1.994 1.643  0.5222
H -4.675 -0.850 0.246  0.4758
H -4.066 0.561 -0.414  -0.3942
Br -0.643 3.595 1.150  -0.0785
C -1.228 3.356 3.043  -0.7881
C -1.430 1.896 3.304  -0.2282
Br -2.130 1.754 5.124  -0.1049
H -2.101 4.005 3.114  0.4750
H -0.369 3.615 3.662  0.5363
H -0.580 1.213 3.296  0.1719
H -2.172 1.593 2.565  -0.3933

---

Question: The highest DFT total energy belongs to which entry?
Answer: C20H44BaF8NO19S5